Record 1
C52H73F15N2O10 | ωB97M-V/def2-TZVPD

```
! wB97M-V def2-TZVPD RIJCOSX def2/J DEFGRID3
* xyz 0 1
C 2.4694 2.5063 -0.3725
C 3.5242 3.2116 0.4462
C 4.0891 4.5175 -0.1245
C 3.1132 5.6864 -0.0631
C 2.8048 5.8574 1.3960
C 2.1757 4.6663 2.0973
N 3.1060 3.5286 1.8585
O 2.6049 2.3929 2.5215
C 2.2790 5.0097 3.6872
C 0.6983 4.4952 1.6441
C 4.6644 2.2128 0.5816
H 1.5130 2.9890 -0.3773
H 2.3072 1.4718 -0.0516
H 2.9492 2.5271 -1.3259
H 5.0247 4.7561 0.3592
H 4.2174 4.1920 -1.2074
H 2.2941 5.5561 -0.7899
H 3.6028 6.5827 -0.4256
H 2.2485 6.7839 1.5905
H 3.8394 5.9666 1.8174
H 1.7020 5.9356 3.8179
H 1.7988 4.2443 4.2907
H 3.3329 5.1240 3.9598
H 0.3332 3.5099 1.9471
H 0.0248 5.2686 2.1630
H 0.5731 4.6572 0.5683
H 5.1338 2.1282 -0.3933
H 4.3043 1.2311 0.9469
H 5.4654 2.5419 1.2329
H 1.8616 1.9482 2.0529
C 6.9848 -1.0390 -3.8695
C 5.8297 -1.0820 -2.8467
C 4.9313 0.1407 -3.0220
C 4.0856 0.1150 -4.2758
C 3.1786 -1.0982 -4.2007
C 4.0052 -2.3965 -4.1095
N 4.9932 -2.2622 -3.0468
O 5.8153 -3.4211 -2.9810
C 3.0475 -3.5792 -3.7111
C 4.5886 -2.7469 -5.5154
C 6.4936 -1.0739 -1.4471
H 7.1649 -2.0691 -4.1808
H 7.9527 -0.6389 -3.5186
H 6.6469 -0.5556 -4.7802
H 4.1689 0.0985 -2.2618
H 5.5179 1.0511 -2.9589
H 4.7687 0.1450 -5.1539
H 3.4811 1.0287 -4.2896
H 2.3948 -1.2395 -4.9224
H 2.5278 -1.0098 -3.3081
H 3.6500 -4.4407 -3.4932
H 2.6432 -3.2072 -2.7566
H 2.3123 -3.6610 -4.4992
H 3.8061 -2.8091 -6.3276
H 5.2983 -1.9829 -5.8341
H 5.1430 -3.6647 -5.5579
H 6.9153 -0.1292 -1.2575
H 7.1602 -1.9182 -1.4418
H 5.6834 -1.2305 -0.7606
H 5.5612 -3.8825 -2.1996
F -3.7516 0.8772 -1.7525
C -4.1111 -0.2248 -2.4467
C -4.0405 -0.0990 -3.8774
C -4.3168 -1.2540 -4.5935
C -4.5868 -2.4243 -3.9338
C -4.6544 -2.5336 -2.5444
C -4.3583 -1.4124 -1.7462
H -3.9020 0.8686 -4.4004
H -4.2429 -1.2233 -5.6943
H -4.6601 -3.3595 -4.4611
H -4.9849 -3.4401 -2.0228
H -4.3587 -1.4301 -0.6759
F -5.1936 -3.0220 1.0148
C -5.0263 -3.5873 2.2371
C -4.7788 -4.9150 2.2922
C -4.5948 -5.4971 3.5620
C -4.6560 -4.7204 4.7012
C -4.9078 -3.3385 4.5572
C -5.0721 -2.7107 3.3696
H -4.7614 -5.5023 1.4316
H -4.3286 -6.5428 3.6761
H -4.7668 -5.1368 5.6943
H -5.0282 -2.7402 5.4379
H -5.1268 -1.6395 3.2761
F -1.2299 -1.3838 5.8771
C -0.9584 -0.0789 5.6098
C -1.9189 0.8441 5.9270
C -1.5754 2.2026 5.7939
C -0.3493 2.6078 5.3500
C 0.5732 1.6431 4.9500
C 0.2563 0.3138 5.1036
H -2.9186 0.4933 6.2787
H -2.2380 2.9403 6.1424
H -0.1234 3.6879 5.2568
H 1.5218 1.9578 4.5511
H 0.9005 -0.4298 4.7080
C -1.0966 -3.6523 2.6744
C -0.6276 -2.3588 2.0402
O 0.8439 -2.5483 1.7862
C 1.5589 -1.5046 1.5099
O 1.2918 -0.3125 1.5540
C 3.0018 -2.0055 1.3341
F 3.5871 -1.3904 0.3449
F 3.6682 -1.7701 2.4547
F 3.0364 -3.2895 1.0960
H -2.2134 -3.7129 2.7331
H -0.6549 -3.7897 3.7079
H -0.7469 -4.4172 2.0124
H -0.6668 -1.4619 2.7196
H -1.1363 -2.1672 1.1369
C -5.9999 1.8769 5.0113
C -6.1721 3.3034 4.6031
O -6.0942 3.3177 3.1654
C -6.6084 4.3663 2.4815
O -7.1554 5.3170 2.9413
C -6.2014 4.3163 0.9985
F -4.8980 4.7296 0.9659
F -6.1810 3.0358 0.5293
F -6.9281 5.0619 0.2497
H -6.1810 1.7712 6.0702
H -4.9854 1.5336 4.8271
H -6.6801 1.2724 4.4017
H -5.4583 4.0633 4.9724
H -7.1243 3.6902 4.8669
C -0.8763 -4.7997 -4.2330
C -0.9509 -3.2825 -4.1483
O -0.3136 -2.7556 -5.3794
C -1.0213 -2.4476 -6.4484
O -2.2015 -2.6322 -6.6805
C -0.1168 -1.7231 -7.4768
F -0.8471 -1.1312 -8.4302
F 0.7121 -0.8372 -7.0367
F 0.6909 -2.6977 -7.9909
H -0.9363 -5.2672 -3.2527
H 0.0463 -5.1955 -4.5710
H -1.7468 -5.1240 -4.7859
H -0.3029 -2.7588 -3.4423
H -1.9859 -2.9120 -4.1426
C -3.4633 0.9508 2.3842
C -2.0335 1.0843 1.9713
O -1.8391 0.1434 0.8694
C -1.0395 0.6121 -0.1000
O -0.6112 1.7247 -0.2667
C -0.6673 -0.4327 -1.1654
F 0.5617 -1.0158 -0.9021
F -1.4516 -1.5054 -1.2383
F -0.5239 0.2011 -2.3430
H -3.7708 1.8095 2.9294
H -3.7289 0.0076 2.9054
H -4.1191 1.0165 1.4920
H -1.3142 0.8581 2.7664
H -1.8633 2.1048 1.5583
*
```

Output
Kohn-Sham gap, eV: 8.6
E_HOMO, eV: -8.24

Record 2
C3H8N2O2 | ωB97M-V/def2-TZVPD

```
! wB97M-V def2-TZVPD RIJCOSX def2/J DEFGRID3
* xyz 0 1
N -0.3587 -1.1501 0.8666
C -0.2045 0.1656 0.2647
C -0.9938 0.2903 -1.0258
O -2.4287 0.2625 -0.8149
C 1.2985 0.3503 -0.1427
N 2.1318 0.2226 1.0100
O 1.6662 0.8080 -1.2477
H -1.2846 -1.4504 0.6733
H -0.2361 -0.9489 1.8634
H -0.5548 1.0120 0.9318
H -0.7689 1.2398 -1.4372
H -0.6118 -0.4621 -1.7395
H -2.6786 -0.1554 -1.6539
H 3.0312 0.4259 0.8994
H 1.9928 -0.6101 1.5525
*
```

Output
Kohn-Sham gap, eV: 10.4
E_HOMO, eV: -9.64

Record 3
C3H9N3O | ωB97M-V/def2-TZVPD

```
! wB97M-V def2-TZVPD RIJCOSX def2/J DEFGRID3
* xyz 0 1
C 0.7412 0.8833 0.7129
N -0.2221 1.2827 -0.2027
C -0.7738 0.3536 -1.3298
N 0.4900 0.1618 -2.1968
O -1.3815 -0.7416 -1.0480
C 0.5803 -0.4321 1.4900
N -0.8769 -0.6319 1.6880
H 1.0033 1.7708 1.2860
H 1.0490 1.0281 -0.4573
H -1.4128 1.0578 -1.8826
H 1.1413 -0.3164 -1.5701
H 0.1068 -0.5888 -2.7664
H 0.9415 -1.2390 0.8452
H 0.9565 -0.3049 2.4994
H -1.0297 -1.5129 2.1627
H -1.3130 -0.7704 0.7694
*
```

Output
Kohn-Sham gap, eV: 6.2
E_HOMO, eV: -8.42

Record 4
C7H13N | ωB97M-V/def2-TZVPD

```
! wB97M-V def2-TZVPD RIJCOSX def2/J DEFGRID3
* xyz 0 1
C -1.5718 1.0077 -0.0851
C -1.8558 -0.0863 0.9234
C -1.1336 -1.4684 0.4593
C 3.1949 0.8519 -0.5512
C 2.5044 -0.1642 0.0470
C 1.1860 -0.2155 0.5390
C 0.3513 -1.2961 0.5763
N -1.6722 0.5971 -1.5041
H -0.5853 1.4132 0.1418
H -2.3410 1.8052 -0.0627
H -1.2707 0.1715 1.8266
H -2.9923 -0.2690 0.9101
H -1.3212 -1.6612 -0.5990
H -1.5133 -2.3319 0.9839
H 2.9480 1.9050 -0.5352
H 4.1103 0.5887 -1.0808
H 2.7766 -1.2319 -0.0434
H 0.9053 0.9827 1.6331
H 0.9481 -2.1826 0.3544
H -1.8858 1.4034 -2.1101
H -0.7817 0.1808 -1.8234
*
```

Output
Kohn-Sham gap, eV: 9.0
E_HOMO, eV: -8.47

Record 5
CH6ClIN2OP | ωB97M-V/def2-TZVPD

```
! wB97M-V def2-TZVPD RIJCOSX def2/J DEFGRID3
* xyz 1 1
C -1.2754 -0.3216 1.5818
N 0.2831 1.5296 -0.4497
N 0.1046 -0.9467 -0.8824
O 1.2455 0.0808 1.2855
P 0.0575 0.1049 0.3142
Cl -1.2023 1.1682 2.6162
I -3.1601 -0.3267 0.5566
H -0.9729 -1.1317 2.1365
H -0.5858 1.8901 -0.8762
H 0.6239 2.2895 0.0871
H 0.0847 -0.7484 -1.8663
H -0.0504 -1.9262 -0.7711
H 1.4390 -0.5967 1.8412
*
```

Output
Kohn-Sham gap, eV: 10.0
E_HOMO, eV: -13.80

Record 6
C6H12N2 | ωB97M-V/def2-TZVPD

```
! wB97M-V def2-TZVPD RIJCOSX def2/J DEFGRID3
* xyz 1 2
C 2.5676 1.1384 1.2662
C 1.4259 2.0999 1.5831
H 2.9942 0.7268 2.1800
H 2.2592 0.2860 0.6631
H 3.4159 1.6477 0.8107
H 0.4814 1.9552 1.0398
H 1.0832 2.0554 2.6169
H 1.7101 3.1246 1.3699
C -1.0404 -2.3677 -2.3175
C -1.1811 -1.2833 -1.3515
C -1.0158 -1.3260 0.0826
C -1.9243 0.5356 -0.5715
N -1.7528 -0.1164 -1.6880
N -1.5238 -0.1896 0.5496
H -2.0297 -2.4824 -2.7863
H -0.5697 -3.2862 -1.9806
H -0.7199 -2.1528 0.7115
H -2.4987 1.4504 -0.4796
H -1.2471 0.1707 1.4602
H -0.4341 -1.9861 -3.1585
*
```

Output
Kohn-Sham gap (spin up / spin down), eV: 10.8 / 7.0
E_HOMO (spin up / spin down), eV: -14.82 / -14.83

Record 7
C3HBrCl2 | ωB97M-V/def2-TZVPD

```
! wB97M-V def2-TZVPD RIJCOSX def2/J DEFGRID3
* xyz 0 1
C -0.7873 -0.2493 -0.0901
C -2.0127 -0.1707 0.0043
C 1.3508 0.2668 0.1688
Cl -3.5836 -0.4724 0.1104
Cl 1.7834 0.7664 -1.4935
Br 2.2858 -1.2638 0.6111
H 0.9636 1.1231 0.6888
*
```

Output
Kohn-Sham gap, eV: 8.4
E_HOMO, eV: -9.36

Record 8
C31H66O4Si | ωB97M-V/def2-TZVPD

```
! wB97M-V def2-TZVPD RIJCOSX def2/J DEFGRID3
* xyz 0 1
C -0.2774 0.5208 2.4410
C -0.0301 1.8352 1.7518
O 0.6969 2.6753 2.1783
O -0.7073 2.0091 0.5695
C 0.1301 2.3460 -0.5630
C 0.5687 1.0628 -1.2729
C -0.4088 0.5568 -2.3558
C -0.8159 -0.9139 -2.1823
C -2.0071 -1.0516 -1.2353
C -3.3551 -1.4360 -1.8393
C -4.1685 -1.7065 -0.5659
Si -5.0147 -0.1861 0.2579
C -6.8041 -0.6244 0.5815
C -4.1410 0.1546 1.8829
C -4.8649 1.3462 -0.8277
O -3.1845 -2.3489 0.3073
C -1.9321 -2.1128 -0.1544
O -0.9937 -2.6858 0.2721
H -0.7953 0.7031 3.3906
H 0.6982 0.0785 2.6735
H -0.8644 -0.1713 1.8341
H 0.9749 2.9514 -0.2148
H -0.4804 2.9710 -1.2268
H 1.5575 1.2261 -1.7200
H 0.6819 0.2839 -0.5039
H 0.0321 0.7132 -3.3470
H -1.3285 1.1642 -2.3304
H 0.0330 -1.5064 -1.8160
H -1.1134 -1.3244 -3.1574
H -2.1285 -0.1223 -0.6423
H -3.7888 -0.7453 -2.5660
H -3.2113 -2.4112 -2.3348
H -4.9421 -2.4510 -0.7958
H -7.2587 -1.1560 -0.2654
H -6.8610 -1.2925 1.4506
H -7.4084 0.2674 0.7895
H -3.1036 -0.1970 1.8351
H -4.6171 -0.4013 2.7006
H -4.1305 1.2220 2.1294
H -4.5508 2.2016 -0.2163
H -5.8077 1.6043 -1.3254
H -4.1104 1.2262 -1.6170
C 5.7951 -1.0520 -1.4831
C 6.0262 -0.9541 0.0212
C 4.9324 -1.6243 0.8515
C 3.5349 -1.0291 0.6656
C 3.4373 0.4656 0.9664
C 3.7832 0.8234 2.4054
H 4.8716 -0.5528 -1.7824
H 6.6117 -0.5874 -2.0375
H 5.7276 -2.0954 -1.7989
H 6.1206 0.0976 0.3069
H 6.9842 -1.4201 0.2679
H 5.2115 -1.5802 1.9084
H 4.8945 -2.6879 0.5958
H 2.8378 -1.5688 1.3156
H 3.1911 -1.2127 -0.3570
H 2.4185 0.7968 0.7580
H 4.0815 1.0285 0.2841
H 3.1263 0.2990 3.1040
H 3.6610 1.8931 2.5785
H 4.8134 0.5605 2.6525
C -5.9811 -0.1046 -4.3951
C -7.2230 0.1586 -3.5496
C -8.4083 -0.7359 -3.9080
C -8.9209 -0.5776 -5.3409
C -9.3392 0.8430 -5.7176
C -10.4831 1.3868 -4.8680
H -6.1631 0.0894 -5.4530
H -5.1538 0.5376 -4.0857
H -5.6566 -1.1439 -4.2981
H -7.5048 1.2118 -3.6361
H -6.9759 -0.0030 -2.4969
H -9.2224 -0.5430 -3.2041
H -8.1218 -1.7817 -3.7551
H -9.7759 -1.2471 -5.4777
H -8.1569 -0.9217 -6.0435
H -9.6391 0.8480 -6.7686
H -8.4803 1.5165 -5.6468
H -11.3634 0.7449 -4.9454
H -10.7708 2.3879 -5.1915
H -10.2087 1.4506 -3.8137
C 10.7814 -1.2127 4.7970
C 10.0193 -0.0539 5.4313
C 8.5179 -0.3076 5.5586
C 7.7904 -0.5282 4.2309
C 7.9362 0.6101 3.2224
C 7.3693 1.9377 3.7151
H 10.4443 -1.4077 3.7776
H 11.8509 -1.0024 4.7524
H 10.6451 -2.1298 5.3745
H 10.1958 0.8581 4.8540
H 10.4244 0.1380 6.4284
H 8.0602 0.5304 6.0915
H 8.3595 -1.1871 6.1911
H 6.7260 -0.6801 4.4404
H 8.1397 -1.4572 3.7713
H 7.4194 0.3214 2.3028
H 8.9874 0.7381 2.9487
H 6.3119 1.8303 3.9659
H 7.4548 2.7070 2.9462
H 7.8880 2.3040 4.6025
*
```

Output
Kohn-Sham gap, eV: 10.6
E_HOMO, eV: -9.98

Record 9
C21H14F4N4O3S5Ti | ωB97M-V/def2-TZVPD

```
! wB97M-V def2-TZVPD RIJCOSX def2/J DEFGRID3
* xyz 0 1
Ti -0.9572 -0.7416 -2.1027
C -0.8107 2.3164 -1.5274
O -1.7195 1.2190 -1.7760
C -2.9280 1.2494 -0.9950
C -2.8474 0.1853 0.0728
O -2.6022 -1.0319 -0.6426
C -2.3869 -2.1951 0.1729
C -1.9482 -3.2731 -0.7863
O -0.8331 -2.7775 -1.5527
C 0.4254 -3.4507 -1.3149
H -1.3267 3.2480 -1.7534
H 0.0306 2.1844 -2.2020
H -0.4664 2.3001 -0.4939
H -3.7471 1.0360 -1.6825
H -3.0622 2.2362 -0.5538
H -3.7889 0.1152 0.6215
H -2.0242 0.3690 0.7698
H -3.3172 -2.4799 0.6685
H -1.6173 -1.9866 0.9212
H -2.7410 -3.5053 -1.4985
H -1.6558 -4.1698 -0.2417
H 0.3058 -4.5029 -1.5679
H 0.7210 -3.3382 -0.2728
H 1.1551 -2.9911 -1.9752
S -1.1660 -1.1899 -9.3727
C -1.1269 -1.1123 -7.7437
S -2.5262 -1.3369 -6.7370
C -1.7437 -1.0769 -5.2013
C -0.4311 -0.7977 -5.2499
S 0.5409 -0.5049 -3.8181
S 0.3019 -0.7355 -6.8316
S -2.6668 -1.1807 -3.7198
F 2.2789 -1.1469 4.3378
C 2.3268 0.1073 3.8725
C 2.8592 1.0781 4.6699
F 3.3019 0.7112 5.8732
C 2.9615 2.4435 4.2761
C 2.4638 2.6920 2.9660
C 1.9395 1.7093 2.1839
F 1.4747 2.0400 0.9590
C 1.8329 0.3693 2.5828
C 1.2462 -0.6274 1.7376
C 0.7845 -0.4266 0.4738
N 0.2831 -0.3907 -0.5958
C 0.9530 -1.9687 2.1429
N 0.6358 -3.0639 2.3107
F 2.4910 3.9303 2.4670
C 3.4927 3.4465 5.0981
C 3.5920 4.8091 4.6961
N 3.7001 5.9242 4.4266
C 3.9730 3.2041 6.4169
N 4.3689 3.0789 7.4914
*
```

Output
Kohn-Sham gap, eV: 3.5
E_HOMO, eV: -6.64

Record 10
C9H7NO4S | ωB97M-V/def2-TZVPD

```
! wB97M-V def2-TZVPD RIJCOSX def2/J DEFGRID3
* xyz 0 1
C 0.0101 -3.0469 -0.4781
C 0.9359 -2.0618 -0.3306
C 0.7052 -0.5851 -0.4065
C -0.3401 0.1075 0.0504
C -1.5041 -0.5770 0.7607
O -2.6145 0.3141 1.0434
N -3.4207 0.3035 -0.1184
O -4.5400 0.1400 0.1685
C -0.2951 1.6363 -0.1399
O -1.2348 2.2667 -0.4798
C 1.1006 2.2461 0.1038
S 1.2578 3.8074 0.9972
C 2.1378 1.5621 -0.3589
C 1.8400 0.2282 -1.0606
O 2.4070 -0.1251 -2.0359
H 0.2028 -3.8576 -1.1948
H -0.8963 -3.0943 0.1397
H 1.9830 -2.3737 -0.1786
H -1.2230 -1.0052 1.7369
H -1.9102 -1.3530 0.0835
H 2.2278 3.5666 1.9290
H 3.1707 1.9011 -0.2310
*
```

Output
Kohn-Sham gap, eV: 8.0
E_HOMO, eV: -9.07

Record 11
C3H7IN3 | ωB97M-V/def2-TZVPD

```
! wB97M-V def2-TZVPD RIJCOSX def2/J DEFGRID3
* xyz 1 3
C 0.8101 1.5461 1.2297
C -1.0253 0.1034 0.7789
C 0.4218 -1.0606 -0.8499
N 1.6089 0.6361 1.4427
N -0.4552 1.4173 0.7379
N -0.0368 -0.8649 0.4914
I -1.9806 -0.3719 2.7469
H 1.1328 2.5790 1.4105
H -1.8583 0.0823 0.0649
H 0.3507 -0.1397 -1.4223
H 1.4551 -1.4039 -0.8382
H -0.1790 -1.8296 -1.3513
H -1.0743 2.2152 0.6883
H 0.0910 -1.6353 1.1369
*
```

Output
Kohn-Sham gap (spin up / spin down), eV: 9.5 / 5.6
E_HOMO (spin up / spin down), eV: -13.98 / -14.09

Record 12
C9H9NS | ωB97M-V/def2-TZVPD

```
! wB97M-V def2-TZVPD RIJCOSX def2/J DEFGRID3
* xyz 0 1
C -2.6798 0.0332 -0.7628
C -2.5407 -1.0683 0.0995
C -1.6560 0.9227 -0.9303
C -1.3641 -1.2823 0.7601
C -0.4521 0.7643 -0.2146
C -0.2991 -0.3720 0.6224
C 1.6708 1.5153 0.5942
C 0.6048 1.6977 -0.2455
C 0.9135 -0.4955 1.3328
N 1.8198 0.4417 1.3855
S 2.7656 -0.8889 -0.9786
H -3.6128 0.1726 -1.2897
H -3.3746 -1.7412 0.2380
H -1.7624 1.7716 -1.5906
H -1.2421 -2.1269 1.4232
H 2.4808 2.2322 0.6411
H 3.0409 -2.1904 -1.0216
H 0.5515 2.5536 -0.8998
H 1.0893 -1.3633 1.9577
H 4.0468 -0.5761 -1.1210
*
```

Output
Kohn-Sham gap, eV: 8.8
E_HOMO, eV: -8.49

Record 13
C9H10S | ωB97M-V/def2-TZVPD

```
! wB97M-V def2-TZVPD RIJCOSX def2/J DEFGRID3
* xyz 0 1
C -1.1752 -2.4227 0.4526
C -0.4776 -0.1995 -0.6606
C 1.2424 0.8299 0.8854
C -0.6904 -3.2242 1.4413
C -0.3331 -1.2485 0.2455
C 0.6799 -1.2055 1.2392
C 0.3835 1.0619 -0.3008
C -0.7833 2.0099 0.0794
C 1.1645 1.5612 -1.4954
S 0.6644 -2.4418 2.3362
H -1.7707 -2.7422 -0.3454
H -1.1663 -0.1088 -1.3759
H 2.2522 0.7424 0.6922
H -1.0369 -4.1973 1.8172
H -1.3084 1.4453 0.8835
H -1.3777 2.4408 -0.8228
H -0.3280 2.8958 0.5559
H 0.9877 0.9431 -2.4717
H 2.2439 1.3459 -1.3413
H 0.8290 2.5142 -1.8144
*
```

Output
Kohn-Sham gap (spin up / spin down), eV: 8.5 / 5.9
E_HOMO (spin up / spin down), eV: -8.67 / -6.79

Record 14
C4H9N2O3 | ωB97M-V/def2-TZVPD

```
! wB97M-V def2-TZVPD RIJCOSX def2/J DEFGRID3
* xyz -1 1
C -1.4129 0.0629 -1.4984
C 1.2706 1.3095 -0.6501
C 0.3887 0.6262 0.4312
C -0.9666 0.0852 0.0162
N -2.8393 -1.0735 0.9252
N -1.6800 -0.4758 0.8990
O -2.3626 0.7454 -1.9248
O -0.6549 -0.6129 -2.2588
O 0.4249 -2.0745 -0.3265
H 1.8040 0.6113 -1.3530
H 0.8111 2.0133 -1.4529
H 2.1359 1.9366 -0.1252
H 0.3096 1.3985 1.3020
H 0.9665 -0.2745 0.7030
H -0.3777 -2.4844 -0.2809
H -3.4294 -0.8301 0.0146
H -1.3789 -0.6340 1.8892
H 0.1973 -1.4894 -1.1431
*
```

Output
Kohn-Sham gap (spin up / spin down), eV: 7.4 / 7.4
E_HOMO (spin up / spin down), eV: -3.54 / -3.54

Taking the records one at a time from the top gives E values of -4385.03666; -379.08520; -358.98914; -329.09095; -1325.48729; -345.01252; -3609.10306; -1811.27528; -4493.16049; -1100.81238; -580.06389; -801.28072; -746.86991; -493.01052 hartree.